17
Properties=species:S:1:pos:R:3 method="wB97M-V/def2-TZVPD" orbital_gap_ev=8.4 energy_ev=-11376.8496 smiles="CC(=O)Nc1ccc[nH]1" de_lowest_kcal_mol=57.59
H 2.1695 -0.5362 1.4366
O -1.4019 0.7679 -1.5531
H -1.2483 3.0624 -2.1346
C -0.0237 -2.5145 0.8676
C 1.0896 -2.0494 1.4631
N 0.2905 1.0332 0.0042
C 0.2901 -0.3499 0.3570
C -0.5424 1.4736 -0.9707
H 0.7610 1.6128 0.7769
H -0.4441 -3.4646 0.9811
C -0.6207 -1.4136 0.1832
C -0.4251 2.9921 -1.3180
H 0.6316 3.1368 -1.7313
H -0.7647 3.4487 -0.2038
H -1.7695 -1.2398 -0.4674
N 1.3444 -0.7889 1.2019
H 1.8291 -2.7045 1.8331